Record 1
Entry from OMol25: a cluster of 2 separate species, H6O2Si2 in total at a distorted geometry (ωB97M-V with the def2-TZVPD basis set).

Geometry as ORCA input:
```
! wB97M-V def2-TZVPD RIJCOSX def2/J DEFGRID3
* xyz 0 1
O -1.65 -1.04 0.80
H 1.31 1.43 1.24
H 2.18 0.18 -0.57
O -1.64 1.56 -0.13
Si -0.93 0.07 -0.15
Si 1.31 0.17 0.49
H -2.64 -0.90 1.01
H 1.97 -0.95 1.32
H -2.51 1.76 0.01
H -1.45 -0.63 -2.20
*
```

Calculated values
**HOMO-LUMO gap**: 9.1 eV
**Total energy**: -19946.685 eV
**M**: 94.2 g mol⁻¹

And the Löwdin charges, in e, turn out to be: atom 1 (O): -0.2837, atom 2 (H): -0.1101, atom 3 (H): -0.1635, atom 4 (O): -0.2093, atom 5 (Si): 0.2084, atom 6 (Si): 0.5403, atom 7 (H): 0.1107, atom 8 (H): -0.0833, atom 9 (H): 0.0044, atom 10 (H): -0.0140

***

Record 2
Entry from OMol25: the ion C3HNO3S with charge -2 at a distorted geometry (ωB97M-V with the def2-TZVPD basis set).

Geometry as ORCA input:
```
! wB97M-V def2-TZVPD RIJCOSX def2/J DEFGRID3
* xyz -2 1
O -2.90 0.66 0.05
C -1.30 0.35 -0.01
O 2.30 0.70 -1.18
H 1.54 -1.05 0.58
C -0.54 -0.57 0.65
O -0.76 -1.47 1.52
S -0.33 1.33 -1.13
N 0.84 -0.43 0.21
C 1.16 0.49 -0.71
*
```

Calculated values
**HOMO-LUMO gap**: 3.8 eV
**Total energy**: -21591.808 eV
**Structure (SMILES)**: O=c1[nH]c([O-])c([O-])s1
**M**: 131.1 g mol⁻¹

And the Löwdin charges, in e, turn out to be: atom 1 (O): -0.5877, atom 2 (C): -0.5958, atom 3 (O): -0.1710, atom 4 (H): 0.1261, atom 5 (C): -0.6517, atom 6 (O): -0.1882, atom 7 (S): 0.8929, atom 8 (N): 0.0525, atom 9 (C): -0.8772

***

Record 3
Entry from OMol25: a structure of composition C23H20ClLuNO3P at a distorted geometry (ωB97M-V with the def2-TZVPD basis set).

Geometry as ORCA input:
```
! wB97M-V def2-TZVPD RIJCOSX def2/J DEFGRID3
* xyz 0 1
H 1.69 -2.91 -3.98
O -1.00 -0.05 6.47
H 4.50 -1.60 -0.93
O -0.40 1.24 4.74
H 2.71 -0.18 0.09
H 0.47 -1.94 5.38
C -3.85 0.47 -2.06
H 3.98 -2.97 -2.96
O 0.13 1.79 6.85
C 0.30 4.44 -0.86
H 1.54 3.68 -3.98
H 1.18 1.37 -3.11
C -2.56 0.85 -1.68
C 3.50 -1.57 -1.38
H -1.95 -1.66 4.24
H -5.24 -1.19 -2.30
C 0.81 4.63 -2.16
H -1.33 -2.22 -0.77
H -0.06 -1.47 -2.97
C -4.23 -0.89 -1.99
N -0.43 0.98 6.14
C -2.02 -1.48 -1.17
C -0.86 -1.89 2.29
H -4.56 1.22 -2.40
C 0.08 3.15 -0.39
C 0.34 2.06 -1.24
H -2.28 1.91 -1.66
H -0.28 2.97 0.63
C 1.13 3.53 -2.98
C 1.24 -0.69 -1.42
C 0.29 -1.95 4.30
H 0.93 -2.37 1.04
C 0.94 -1.49 -2.54
Cl 2.51 1.11 2.43
C 2.51 -0.76 -0.82
H 2.30 -2.34 3.35
Lu 0.42 0.14 3.21
C 1.24 -2.16 3.25
H -3.62 -2.91 -1.46
C 1.92 -2.31 -3.09
C -1.01 -1.77 3.70
H -1.67 -1.91 1.55
H 0.97 5.65 -2.54
C -3.32 -1.86 -1.53
C -1.62 -0.13 -1.31
C 0.91 2.24 -2.51
C 0.52 -2.12 2.01
C 3.20 -2.34 -2.52
H 0.06 5.31 -0.24
P -0.01 0.38 -0.70
*
```

Calculated values
**HOMO-LUMO gap**: 7.9 eV
**Total energy**: -87239.228 eV
**M**: 599.8 g mol⁻¹

And the Löwdin charges, in e, turn out to be: atom 1 (H): 0.1071, atom 2 (O): 0.0471, atom 3 (H): 0.1071, atom 4 (O): -0.3257, atom 5 (H): 0.0364, atom 6 (H): 0.1128, atom 7 (C): -0.0830, atom 8 (H): 0.1058, atom 9 (O): 0.0900, atom 10 (C): -0.0789, atom 11 (H): 0.1064, atom 12 (H): 0.1067, atom 13 (C): -0.0853, atom 14 (C): -0.0716, atom 15 (H): 0.1151, atom 16 (H): 0.1048, atom 17 (C): -0.0760, atom 18 (H): 0.1014, atom 19 (H): 0.1009, atom 20 (C): -0.0858, atom 21 (N): -0.4757, atom 22 (C): -0.1307, atom 23 (C): -0.1954, atom 24 (H): 0.1067, atom 25 (C): -0.1029, atom 26 (C): -0.3966, atom 27 (H): 0.1019, atom 28 (H): 0.0923, atom 29 (C): -0.0778, atom 30 (C): -0.3986, atom 31 (C): -0.2512, atom 32 (H): 0.0966, atom 33 (C): -0.0968, atom 34 (Cl): -0.1543, atom 35 (C): -0.1069, atom 36 (H): 0.1105, atom 37 (Lu): 1.3401, atom 38 (C): -0.2195, atom 39 (H): 0.1080, atom 40 (C): -0.0837, atom 41 (C): -0.2210, atom 42 (H): 0.0955, atom 43 (H): 0.1062, atom 44 (C): -0.0830, atom 45 (C): -0.3784, atom 46 (C): -0.0805, atom 47 (C): -0.2123, atom 48 (C): -0.0818, atom 49 (H): 0.1071, atom 50 (P): 1.0471

***

Q: Among the records above, which one has the highest M?
A: C23H20ClLuNO3P

***

Q: Which value of M does entry 3 give?
A: 599.8 g mol⁻¹